This record from the Open Molecules 2025 dataset describes the molecule C6H6FIO2 in a non-equilibrium geometry. The level of theory is ωB97M-V with the def2-TZVPD basis set.

Last column: Löwdin charge in e.
Geometry (Å):
1 O -1.502 -1.765 -1.873  0.0226
2 C -1.067 -0.852 -0.885  -0.0629
3 C -0.917 -1.217 0.392  -0.2717
4 F -1.343 -2.502 0.551  0.0205
5 C -0.425 -0.612 1.612  -0.0408
6 C 0.192 0.592 1.553  -0.1613
7 C 0.452 1.372 0.363  -0.2183
8 C 1.484 1.303 -0.473  -0.8215
9 O 1.856 2.015 -1.542  -0.0637
10 I 2.964 -0.130 -0.174  0.9547
11 H -1.661 -2.528 -1.330  0.0657
12 H -1.095 0.045 -1.352  0.0872
13 H -0.381 -1.430 2.335  0.1276
14 H 0.475 0.951 2.588  0.1266
15 H -0.426 1.993 0.105  0.1337
16 H 1.397 2.766 -1.870  0.1017

Its SMILES is O/C=C(F)/C=C\C=C(\O)I. As for the HOMO-LUMO gap: 8.7 eV. For the HOMO energy, the calculation gives -8.3 eV. As for the LUMO energy: 0.41 eV.

This record from the Open Molecules 2025 dataset describes C11H24CdNO5S2 as an isolated structure in a non-equilibrium geometry. The level of theory is ωB97M-V with the def2-TZVPD basis set.

Last column: Löwdin charge in e.
Geometry (Å):
1 C -2.591 -2.832 -2.075  -0.0855
2 O -1.224 -3.160 -1.893  -0.2206
3 C -0.353 -2.555 -2.829  -0.2185
4 C 0.395 -1.429 -2.114  -0.1606
5 C 1.565 -1.955 -1.295  -0.2397
6 C 2.510 -0.966 -0.618  -0.2141
7 C 1.746 0.179 0.054  -0.2113
8 C 2.310 0.577 1.440  -0.1744
9 C 1.556 0.035 2.660  -0.2022
10 C 0.433 0.849 3.361  -0.1822
11 C -0.086 2.121 2.701  -0.1969
12 C -0.945 1.772 1.468  -0.2350
13 S -0.747 3.008 0.213  0.5366
14 O -1.556 4.140 0.589  -0.2858
15 O 0.654 3.166 -0.095  -0.2905
16 N -1.368 2.125 -1.021  -0.2433
17 S -2.934 2.306 -1.435  0.5861
18 O -3.627 1.632 -0.351  -0.3070
19 O -3.116 1.933 -2.811  -0.3064
20 H -3.123 -3.129 -1.169  0.0912
21 H -2.727 -1.753 -2.230  0.0935
22 H -3.006 -3.375 -2.928  0.0980
23 H 0.336 -3.331 -3.176  0.1269
24 H -0.887 -2.175 -3.709  0.1344
25 H 0.741 -0.638 -2.795  0.1490
26 H -0.340 -0.950 -1.453  0.1095
27 H 1.026 -2.498 -0.433  -0.0485
28 H 2.108 -2.728 -1.854  0.1314
29 H 3.096 -1.494 0.153  0.0979
30 H 3.249 -0.644 -1.362  0.1351
31 H 0.710 -0.173 0.191  0.0608
32 H 1.713 1.055 -0.584  0.1093
33 H 3.322 0.159 1.523  0.1125
34 H 2.435 1.664 1.481  0.1221
35 H 1.113 -0.964 2.375  -0.0416
36 H 2.302 -0.196 3.427  0.1169
37 H 0.804 1.115 4.359  0.1257
38 H -0.426 0.189 3.537  0.1160
39 H -0.727 2.654 3.413  0.1319
40 H 0.726 2.821 2.463  0.1154
41 H -2.021 1.786 1.673  0.1075
42 H -0.683 0.801 1.043  0.0746
43 H -3.136 3.625 -1.311  0.0849
44 Cd 0.773 -2.766 1.415  1.2970

As for the net charge: +1. The calculation puts the relative energy (zero: lowest compared OMol25 entry of this formula, charge and spin) at 0.0 kJ/mol. As for the HOMO-LUMO gap: 2.5 eV. For the HOMO energy, the calculation gives -11.4 eV. As for the LUMO energy: -8.89 eV.

This record from the Open Molecules 2025 dataset describes a 3-piece molecular cluster, C4H15NO3 overall in a non-equilibrium geometry. The level of theory is ωB97M-V with the def2-TZVPD basis set.

Last column: Löwdin charge in e.
Geometry (Å):
1 C -1.912 -2.010 0.912  -0.1067
2 O -1.370 -2.429 -0.313  -0.2020
3 C -0.936 -1.444 -1.190  -0.2097
4 C -0.117 -0.259 -0.628  -0.4315
5 C 0.160 0.835 -1.652  -0.0497
6 N 1.190 -0.735 -0.241  0.0175
7 H -1.122 -1.722 1.606  0.0884
8 H -2.514 -2.848 1.265  0.0933
9 H -2.614 -1.198 0.720  0.0902
10 H -0.363 -2.028 -1.910  0.1361
11 H -1.911 -1.085 -1.521  0.1268
12 H -0.611 0.108 0.272  0.1263
13 H 1.029 1.433 -1.375  0.0795
14 H -0.729 1.463 -1.710  0.0823
15 H 0.245 0.503 -2.686  0.0830
16 H 1.783 -0.875 -1.046  0.0904
17 H 1.156 -1.679 0.117  0.0833
18 O 2.267 1.534 1.170  -0.0591
19 H 2.959 0.911 1.394  0.0448
20 H 1.572 0.995 0.793  -0.0160
21 O 0.650 3.872 1.865  -0.0621
22 H 0.004 3.554 2.497  0.0235
23 H 1.185 3.105 1.662  -0.0284

Its SMILES is COC[C@H](C)N.O.O. The calculation puts the relative energy (zero: lowest compared OMol25 entry of this formula, charge and spin) at 115.0 kJ/mol. As for the HOMO-LUMO gap: 10.3 eV. For the HOMO energy, the calculation gives -9.6 eV. As for the LUMO energy: 0.69 eV.

This record from the Open Molecules 2025 dataset describes C36H50AsCl2N4O4P2PdS as an isolated structure in a non-equilibrium geometry. The level of theory is ωB97M-V with the def2-TZVPD basis set.

Last column: Löwdin spin population.
Geometry (Å):
1 Pd -0.166 -0.197 2.305  1.0157
2 O 1.291 -3.112 2.209  0.0002
3 S 1.001 -2.821 3.611  0.0071
4 O 1.062 -3.920 4.559  0.0069
5 O -0.160 -1.892 3.701  0.0834
6 C 2.241 -1.770 4.453  0.0038
7 C 2.676 -2.178 5.730  -0.0010
8 C 3.595 -1.427 6.486  0.0039
9 C 4.108 -0.318 5.915  0.0000
10 C 3.633 0.211 4.706  0.0061
11 C 2.702 -0.521 3.970  0.0079
12 P 2.024 0.180 2.489  0.0568
13 C 2.555 1.992 2.406  0.0019
14 C 3.357 2.359 1.338  0.0030
15 C 3.958 3.638 1.347  -0.0002
16 C 3.762 4.493 2.425  0.0029
17 C 2.969 4.151 3.518  0.0000
18 C 2.388 2.881 3.528  0.0021
19 C 2.862 -0.750 1.189  0.0091
20 C 3.906 -1.709 1.365  0.0069
21 C 4.378 -2.375 0.238  -0.0003
22 C 3.953 -1.979 -1.057  0.0056
23 C 3.103 -0.904 -1.216  -0.0008
24 C 2.471 -0.424 -0.083  0.0048
25 H 2.282 -3.115 6.144  0.0000
26 H 3.910 -1.680 7.553  0.0002
27 H 4.836 0.242 6.443  -0.0001
28 H 3.922 1.190 4.396  0.0003
29 H 3.595 1.576 0.584  0.0002
30 H 4.579 3.982 0.501  0.0000
31 H 4.239 5.478 2.351  0.0001
32 H 2.795 4.834 4.316  -0.0001
33 H 1.797 2.568 4.388  0.0002
34 H 4.208 -2.008 2.361  0.0003
35 H 5.074 -3.256 0.433  0.0000
36 H 4.337 -2.544 -1.900  0.0004
37 H 2.855 -0.452 -2.237  -0.0001
38 H 1.589 0.239 -0.168  0.0000
39 Cl -3.189 -3.255 0.756  0.1797
40 C -3.415 -2.680 2.362  0.2947
41 C -4.545 -3.151 3.048  0.2797
42 C -4.898 -2.579 4.274  0.1660
43 C -4.257 -1.436 4.703  0.1943
44 C -3.233 -0.807 4.037  0.3141
45 Cl -2.580 0.691 4.576  0.1469
46 C -2.705 -1.477 2.804  0.0702
47 N -1.959 -0.940 1.893  0.8504
48 H -5.183 -3.892 2.604  0.0076
49 H -5.641 -3.003 4.863  0.0058
50 H -4.572 -0.960 5.620  0.0040
51 C -3.545 0.509 -0.191  0.0125
52 C -3.207 1.674 0.712  0.0403
53 As -1.214 1.647 1.237  0.1271
54 C -0.320 2.053 -0.532  0.0124
55 C -0.817 3.281 -1.294  0.0054
56 C -1.003 3.483 2.273  0.0362
57 C -2.195 4.448 2.194  0.0074
58 H -3.524 -0.452 0.352  0.0047
59 H -2.881 0.448 -1.086  0.0000
60 H -4.517 0.636 -0.688  0.0022
61 H -3.757 1.661 1.711  0.0003
62 H -3.197 2.642 0.255  0.0048
63 H -0.479 1.104 -1.064  0.0000
64 H 0.709 2.162 -0.187  -0.0005
65 H -1.876 3.197 -1.466  0.0005
66 H -0.262 3.282 -2.250  0.0013
67 H -0.597 4.198 -0.684  0.0001
68 H -0.124 3.792 1.742  0.0013
69 H -0.797 3.159 3.289  0.0009
70 H -2.381 4.826 1.131  0.0000
71 H -2.092 5.309 2.840  0.0019
72 H -3.129 3.971 2.478  0.0007
73 C -1.218 1.445 -5.318  0.0000
74 N -0.425 0.223 -5.400  0.0000
75 C 0.979 0.409 -5.792  0.0000
76 P -0.880 -1.123 -4.502  0.0000
77 O -0.885 -0.966 -2.997  -0.0001
78 N -2.439 -1.375 -5.032  0.0000
79 C -3.508 -1.642 -4.105  0.0000
80 C -2.842 -1.464 -6.423  0.0000
81 N 0.121 -2.333 -5.026  0.0000
82 C 0.254 -2.849 -6.425  0.0000
83 C 0.945 -3.062 -4.025  0.0000
84 H -1.724 1.609 -6.275  0.0000
85 H -0.560 2.295 -5.064  0.0000
86 H -2.079 1.367 -4.597  0.0000
87 H 0.858 0.928 -6.777  0.0000
88 H 1.465 -0.535 -5.909  0.0000
89 H 1.614 0.992 -5.168  0.0000
90 H -3.317 -1.374 -3.104  0.0000
91 H -3.623 -2.721 -4.019  0.0000
92 H -4.437 -1.266 -4.560  0.0000
93 H -1.985 -1.248 -7.077  0.0000
94 H -3.622 -0.668 -6.602  0.0000
95 H -3.348 -2.427 -6.586  0.0000
96 H -0.368 -2.226 -7.053  0.0000
97 H 0.001 -3.940 -6.566  0.0000
98 H 1.304 -2.700 -6.764  0.0000
99 H 0.797 -2.538 -3.084  0.0000
100 H 1.978 -2.913 -4.358  0.0000
101 H 0.640 -4.104 -4.004  0.0000

The spin multiplicity is 5. As for the net charge: +1. As for the HOMO-LUMO gap (spin up / spin down): 4.8 / 2.5 eV. The expectation value of S² is 6.054. For the HOMO energy (spin up / spin down), the calculation gives -8.6 / -10.3 eV. As for the LUMO energy (spin up / spin down): -3.80 / -7.79 eV.

This record from the Open Molecules 2025 dataset describes a 6-piece molecular cluster, C24H55ClF3IN4O18PS5 overall in a non-equilibrium geometry. The level of theory is ωB97M-V with the def2-TZVPD basis set.

Last column: Löwdin charge in e.
Geometry (Å):
1 N -0.537 -2.190 1.117  0.0530
2 N -1.725 -1.494 1.237  -0.1764
3 C -2.952 -2.231 0.857  -0.1421
4 C -3.970 -2.237 2.111  -0.0319
5 C -3.492 -3.265 3.233  -0.3916
6 F -2.228 -3.883 2.945  0.0389
7 F -3.314 -2.606 4.479  0.0586
8 F -4.399 -4.332 3.451  0.0655
9 C -1.669 -0.109 0.760  -0.1950
10 N -1.891 0.902 1.838  -0.1547
11 P -0.373 1.437 2.589  0.6546
12 O 0.876 0.407 1.963  -0.4246
13 Cl 0.035 3.458 2.001  0.1938
14 N -1.443 0.254 -0.515  -0.0128
15 C -1.362 1.686 -0.963  -0.0839
16 C 0.026 2.016 -1.747  -0.6716
17 O 0.098 2.821 -2.693  -0.0276
18 I 1.931 1.046 -1.205  0.9871
19 C -1.278 -0.754 -1.593  -0.0711
20 C -2.584 -0.547 -2.689  -0.1756
21 C -2.368 -1.339 -4.154  0.0409
22 O -2.265 0.249 -3.928  -0.2006
23 H -0.614 -3.072 0.598  0.1063
24 H -0.077 -2.359 2.022  0.1056
25 H -2.780 -3.339 0.579  0.1534
26 H -3.475 -1.769 -0.053  0.1213
27 H -3.886 -1.187 2.582  0.1310
28 H -5.056 -2.393 1.771  0.1446
29 H -2.484 1.674 1.500  0.0883
30 H 0.916 -0.316 2.637  0.0471
31 H -2.212 1.966 -1.694  0.1645
32 H -1.409 2.446 -0.119  0.0842
33 H -0.346 -0.639 -2.233  0.1024
34 H -1.347 -1.838 -1.273  0.1213
35 H -3.692 -0.515 -2.236  0.1610
36 H -1.310 -1.389 -4.562  0.1258
37 H -3.329 -1.248 -4.754  0.1187
38 O 5.081 0.493 -2.463  -0.3635
39 S 5.691 -0.121 -3.617  0.5990
40 O 5.355 -1.456 -4.033  -0.2744
41 O 7.298 -0.006 -3.483  -0.2573
42 C 7.922 -0.498 -2.296  -0.2661
43 C 8.044 -2.010 -2.315  -0.0716
44 C 5.509 0.966 -5.003  -0.1082
45 H 7.385 -0.156 -1.406  0.1117
46 H 8.921 -0.057 -2.259  0.1264
47 H 7.063 -2.485 -2.254  0.0706
48 H 8.641 -2.358 -1.469  0.0838
49 H 8.510 -2.349 -3.243  0.0886
50 H 5.816 1.969 -4.709  0.0793
51 H 4.458 0.965 -5.293  0.0789
52 H 6.122 0.595 -5.824  0.0801
53 O 3.699 5.063 -6.275  -0.2900
54 S 2.829 6.182 -6.532  0.6012
55 O 3.013 7.452 -5.883  -0.2801
56 O 1.295 5.710 -6.326  -0.2630
57 C 0.935 5.097 -5.089  -0.2749
58 C 0.756 6.126 -3.989  -0.0672
59 C 2.744 6.448 -8.281  -0.1195
60 H 1.669 4.338 -4.804  0.1097
61 H -0.014 4.582 -5.256  0.1212
62 H 1.709 6.593 -3.729  0.0608
63 H 0.351 5.660 -3.088  0.0691
64 H 0.082 6.924 -4.311  0.0883
65 H 2.548 5.496 -8.773  0.0749
66 H 3.705 6.848 -8.606  0.0792
67 H 1.951 7.166 -8.490  0.0770
68 O -8.224 1.377 6.349  -0.2807
69 S -7.327 0.715 7.260  0.6048
70 O -5.913 0.981 7.261  -0.2851
71 O -7.555 -0.884 7.151  -0.2614
72 C -7.470 -1.494 5.865  -0.2640
73 C -6.027 -1.679 5.432  -0.0844
74 C -7.940 0.912 8.910  -0.1188
75 H -8.035 -0.919 5.126  0.1166
76 H -7.948 -2.472 5.948  0.1263
77 H -5.547 -0.715 5.247  0.0720
78 H -5.973 -2.266 4.512  0.0598
79 H -5.450 -2.183 6.210  0.0910
80 H -8.999 0.656 8.925  0.0770
81 H -7.801 1.955 9.196  0.0794
82 H -7.372 0.264 9.576  0.0769
83 O -1.621 -10.938 3.344  -0.2723
84 S -1.265 -9.751 2.616  0.6032
85 O -0.127 -8.948 2.978  -0.2841
86 O -2.565 -8.790 2.510  -0.2707
87 C -3.243 -8.430 3.713  -0.2657
88 C -2.508 -7.334 4.462  -0.0741
89 C -1.148 -10.150 0.895  -0.1239
90 H -3.398 -9.306 4.348  0.1185
91 H -4.231 -8.065 3.421  0.1211
92 H -1.555 -7.696 4.853  0.0742
93 H -3.105 -6.975 5.304  0.0845
94 H -2.287 -6.493 3.799  0.0629
95 H -2.035 -10.710 0.601  0.0757
96 H -0.256 -10.761 0.753  0.0787
97 H -1.062 -9.227 0.323  0.0710
98 O 3.469 4.301 0.219  -0.3240
99 S 4.877 4.477 -0.035  0.5945
100 O 5.758 5.069 0.936  -0.2746
101 O 5.064 5.247 -1.446  -0.2599
102 C 4.387 6.489 -1.641  -0.2690
103 C 5.100 7.629 -0.940  -0.0694
104 C 5.562 2.925 -0.540  -0.1348
105 H 3.344 6.417 -1.319  0.1115
106 H 4.380 6.678 -2.718  0.1209
107 H 5.042 7.522 0.146  0.0720
108 H 4.651 8.588 -1.209  0.0835
109 H 6.160 7.646 -1.206  0.0876
110 H 4.930 2.496 -1.316  0.0171
111 H 5.584 2.268 0.330  0.0824
112 H 6.575 3.088 -0.908  0.0812

As for the net charge: +1. As for the HOMO-LUMO gap: 7.6 eV. For the HOMO energy, the calculation gives -12.2 eV. As for the LUMO energy: -4.66 eV.

This record from the Open Molecules 2025 dataset describes a 2-piece molecular cluster, C3H5NO2 overall. The level of theory is ωB97M-V with the def2-TZVPD basis set.

Last column: Löwdin charge in e.
Geometry (Å):
1 O -1.246 -1.169 0.742  0.2064
2 C -0.180 -0.884 0.382  -0.3457
3 N 0.947 -0.621 -0.019  0.1673
4 C 1.756 -1.794 -0.129  -0.3045
5 O 2.197 -2.186 -1.164  0.1019
6 H 1.900 -2.293 0.844  0.1389
7 C -1.078 1.790 -0.131  -0.0433
8 H -1.634 0.913 -0.470  0.0150
9 H -1.646 2.288 0.656  0.0306
10 H -0.912 2.455 -0.978  0.0292
11 H -0.104 1.500 0.267  0.0043

Its SMILES is O=C=NC=O.C. The calculation puts the relative energy (zero: lowest compared OMol25 entry of this formula, charge and spin) at 125.2 kJ/mol. As for the HOMO-LUMO gap: 11.7 eV. For the HOMO energy, the calculation gives -11.2 eV. As for the LUMO energy: 0.54 eV.

This record from the Open Molecules 2025 dataset describes a 11-piece molecular cluster, H22O11 overall in a non-equilibrium geometry. The level of theory is ωB97M-V with the def2-TZVPD basis set.

Last column: Löwdin charge in e.
Geometry (Å):
1 O -0.264 0.629 1.094  -0.0615
2 H -0.288 0.443 0.183  -0.0243
3 H -0.482 -0.160 1.692  0.0603
4 O 2.440 3.206 -0.979  -0.0802
5 H 2.406 3.953 -1.586  0.0346
6 H 1.611 3.259 -0.484  0.0358
7 O -1.980 1.564 -1.582  -0.0496
8 H -2.586 1.646 -2.342  0.0617
9 H -2.124 2.305 -1.046  0.0127
10 O 2.954 -0.997 2.142  -0.0120
11 H 3.384 -0.201 1.965  -0.0143
12 H 3.202 -1.649 1.477  0.0538
13 O -4.327 0.433 1.879  0.0036
14 H -4.074 0.683 2.724  0.0133
15 H -3.527 0.247 1.384  0.0101
16 O 1.584 -1.003 -2.251  -0.1289
17 H 1.941 -1.200 -3.107  0.0392
18 H 1.140 -0.111 -2.300  0.0703
19 O -2.701 -1.197 -0.412  -0.0578
20 H -1.764 -1.250 -0.622  0.0649
21 H -2.602 -0.424 0.098  -0.0143
22 O 0.414 -2.096 1.968  -0.0465
23 H 0.341 -2.329 2.937  0.0913
24 H 1.297 -2.321 1.860  -0.0362
25 O 1.933 -2.848 -2.171  -0.0858
26 H 1.335 -3.345 -1.603  0.0641
27 H 2.778 -2.917 -1.750  0.0424
28 O 3.112 2.219 1.127  -0.0694
29 H 4.120 2.152 1.207  0.0940
30 H 2.729 1.369 1.025  -0.0155
31 O -3.885 0.315 -0.922  -0.1061
32 H -3.802 -0.504 -1.457  0.0851
33 H -4.314 0.131 -0.148  -0.0346

Its SMILES is O.O.O.O.O.O.O.O.O.O.O. The calculation puts the relative energy (zero: lowest compared OMol25 entry of this formula, charge and spin) at 736.7 kJ/mol. As for the HOMO-LUMO gap: 9.3 eV. For the HOMO energy, the calculation gives -9.3 eV. As for the LUMO energy: 0.02 eV.